1.
The following is a quantum chemistry calculation of a cluster of 2 separate species, C20H15ClF3N2O8S4 in total, from the Open Molecules 2025 dataset.

Geometry as XYZ:
```
53
Properties=species:S:1:pos:R:3
O 5.94 1.66 -4.62
N 5.50 1.91 -3.47
O 6.06 1.52 -2.42
C 4.27 2.64 -3.38
C 3.70 2.88 -2.12
C 2.34 3.12 -2.04
C 1.54 3.09 -3.19
S -0.28 3.25 -3.05
C -1.02 2.06 -1.93
Cl -2.58 2.65 -1.54
O -0.47 4.56 -2.48
O -0.78 2.93 -4.37
C 2.15 3.03 -4.45
C 3.52 2.84 -4.55
H 4.33 2.80 -1.24
H 1.87 3.28 -1.07
H -1.02 1.08 -2.43
H 1.54 3.13 -5.35
H 4.02 2.78 -5.51
F -1.27 -1.38 -1.99
C -1.74 -1.55 -0.71
F -2.87 -2.30 -0.74
F -0.80 -2.22 0.00
S -2.12 0.13 -0.06
N -2.03 -0.38 1.64
S -3.55 -0.78 2.52
C -3.24 -2.44 3.13
C -4.16 -3.43 2.76
C -3.98 -4.73 3.23
C -2.91 -5.03 4.08
C -2.03 -4.02 4.48
C -2.20 -2.72 4.02
O -3.56 0.12 3.65
O -4.61 -0.80 1.56
S -0.89 0.64 2.45
C 0.49 0.30 1.39
C 1.50 -0.55 1.85
C 2.52 -0.93 0.97
C 2.49 -0.51 -0.37
C 1.48 0.36 -0.80
C 0.56 0.86 0.11
O -1.28 2.02 2.33
O -0.63 0.03 3.73
H -4.98 -3.17 2.10
H -4.67 -5.52 2.93
H -2.76 -6.05 4.44
H -1.19 -4.26 5.14
H -1.52 -1.92 4.32
H 1.47 -0.93 2.87
H 3.33 -1.57 1.31
H 3.25 -0.83 -1.07
H 1.43 0.68 -1.83
H -0.12 1.67 -0.21
```

Computed properties:
HOMO energy: -3.880 eV
Total energy: -3834.937160 Eh
Spin multiplicity: 1
Gap between HOMO and LUMO: 4.9 eV
Net charge: -1
Energy above the lowest of the compared OMol25 structures with the same formula, charge and spin: 15.1 kcal/mol

---

2.
The following is a quantum chemistry calculation of a structure of composition C13H40BeN18O21Pb, from the Open Molecules 2025 dataset.

Geometry as XYZ:
```
94
Properties=species:S:1:pos:R:3
Be 0.02 -0.66 0.07
Pb 0.03 -4.80 0.66
O -0.37 -0.04 -4.36
C 0.33 0.59 -3.44
O 0.74 1.77 -3.72
O 0.48 0.07 -2.34
H -0.58 -0.86 -3.92
O -1.67 -2.34 -3.01
C -1.21 -3.29 -2.26
O -0.77 -3.03 -1.09
O -1.26 -4.47 -2.68
H -1.63 -2.89 -3.79
O 4.12 -2.90 -0.36
C 2.85 -3.01 0.08
O 2.05 -2.05 -0.06
O 2.51 -4.01 0.72
H 4.09 -1.97 -0.63
O -1.73 -2.59 3.65
C -0.86 -1.96 2.78
O -1.18 -0.86 2.30
O -0.01 -2.58 2.14
H -1.32 -3.43 3.86
C 2.58 4.60 -2.50
O 3.26 5.55 -2.07
N 2.99 3.40 -2.62
N 1.43 4.70 -3.06
H 2.43 2.56 -2.68
H 3.94 3.17 -2.38
H 0.97 5.59 -3.16
H 1.05 3.80 -3.32
C -0.94 3.59 4.18
O -0.09 4.03 3.49
N -1.53 2.46 4.04
N -1.52 4.29 5.10
H -1.12 1.81 3.39
H -2.22 2.27 4.75
H -1.00 5.07 5.47
H -2.50 4.18 5.33
C -3.14 0.22 -1.32
O -2.54 -0.40 -0.46
N -3.34 -0.33 -2.49
N -3.63 1.43 -1.29
H -2.77 -1.13 -2.72
H -3.50 0.29 -3.28
H -3.51 2.03 -0.49
H -4.03 1.72 -2.18
C 2.36 0.39 2.48
O 1.72 0.63 1.42
N 2.38 -0.69 3.08
N 3.20 1.16 2.97
H 3.07 -0.79 3.81
H 1.99 -1.43 2.52
H 3.13 2.14 2.75
H 3.73 0.79 3.74
C -4.73 0.32 2.25
O -5.89 0.34 2.61
N -4.20 -0.85 2.32
N -3.90 1.23 1.89
H -3.21 -1.00 2.44
H -4.75 -1.60 2.72
H -4.26 2.17 1.84
H -2.93 0.96 2.00
C 5.80 0.06 -0.76
O 6.56 -0.04 -1.72
N 4.52 0.20 -0.83
N 6.21 0.06 0.48
H 3.84 0.36 -0.10
H 4.13 0.35 -1.76
H 7.15 0.35 0.68
H 5.60 0.18 1.27
C 2.92 -2.09 -3.71
O 3.11 -0.89 -3.84
N 3.74 -3.07 -3.98
N 1.79 -2.52 -3.28
H 4.57 -3.02 -4.54
H 3.50 -4.04 -3.81
H 1.25 -1.76 -2.90
H 1.39 -3.44 -3.14
C -3.78 -4.05 1.10
O -2.51 -4.23 1.07
N -4.54 -4.95 1.49
N -4.40 -2.96 0.71
H -5.54 -4.86 1.39
H -4.04 -5.76 1.81
H -3.89 -2.11 0.56
H -5.41 -2.91 0.75
C -0.62 2.98 0.02
O -0.64 1.83 0.54
N -0.31 3.24 -1.25
N -1.05 4.08 0.55
H -0.73 4.06 -1.65
H 0.04 2.54 -1.88
H -1.50 4.14 1.45
H -0.77 4.92 0.07
```

Computed properties:
HOMO energy: -8.217 eV
Total energy: -3292.883667 Eh
Spin multiplicity: 1
Gap between HOMO and LUMO: 6.6 eV
Net charge: 0

---

3.
The following is a quantum chemistry calculation of a cluster of 4 separate species, C2H13NO3 in total, from the Open Molecules 2025 dataset.

Geometry as XYZ:
```
19
Properties=species:S:1:pos:R:3
C 0.05 1.07 0.77
N -1.14 1.95 0.90
C -2.34 1.56 0.22
H 0.31 0.70 -0.32
H 0.93 1.60 1.04
H 0.02 0.32 1.53
H -0.93 2.90 0.39
H -3.16 1.94 0.77
H -2.45 0.44 0.18
H -2.36 1.59 -0.92
O 3.16 -0.48 -1.37
H 2.23 -0.27 -1.29
H 3.26 -1.42 -1.59
O 1.96 -2.75 1.90
H 1.36 -2.27 2.56
H 1.36 -2.36 1.15
O -0.55 -1.71 -1.70
H -0.90 -2.06 -2.51
H -0.82 -0.76 -1.71
```

Computed properties:
HOMO energy: -9.451 eV
Total energy: -364.395332 Eh
SMILES string: CNC.O.O.O
Spin multiplicity: 1
Gap between HOMO and LUMO: 9.8 eV
Net charge: 0
Energy above the lowest of the compared OMol25 structures with the same formula, charge and spin: 57.9 kcal/mol

---

4.
The following is a quantum chemistry calculation of the ion C6H15N with charge +1, from the Open Molecules 2025 dataset.

Geometry as XYZ:
```
22
Properties=species:S:1:pos:R:3
C 0.94 0.01 -2.15
C 0.68 0.82 -0.86
C -0.75 0.48 -0.43
C -0.94 -0.91 0.00
C -0.27 -1.47 1.19
C -0.49 -0.77 2.59
N 0.68 2.34 -1.18
H 0.98 -1.08 -1.88
H 0.42 0.23 -3.14
H 1.87 0.40 -2.52
H 1.30 0.62 -0.03
H -1.05 1.19 0.49
H -1.44 0.80 -1.23
H -2.06 -0.79 0.22
H -0.84 -1.45 -0.89
H -0.43 -2.53 1.32
H 0.82 -1.39 1.05
H -0.31 0.37 2.62
H 0.16 -1.13 3.35
H -1.52 -1.01 2.99
H 1.72 2.63 -1.28
H 0.53 2.62 -0.24
```

Computed properties:
HOMO energy (spin up / spin down): -15.076 / -14.834 eV
Total energy: -291.940114 Eh
Spin multiplicity: 2
Gap between HOMO and LUMO (spin up / spin down): 11.9 / 5.1 eV
Net charge: +1
⟨S²⟩: 0.76
Energy above the lowest of the compared OMol25 structures with the same formula, charge and spin: 76.6 kcal/mol

---

5.
The following is a quantum chemistry calculation of a structure of composition C22H26IN4Sm, from the Open Molecules 2025 dataset.

Geometry as XYZ:
```
54
Properties=species:S:1:pos:R:3
Sm 1.53 -0.63 0.19
C 2.13 2.00 -2.79
C 1.91 2.51 -1.36
C 0.49 2.28 -0.79
N 0.47 1.43 0.39
C 0.25 1.91 1.60
C 0.29 3.28 1.92
C -0.20 3.99 3.01
C -0.96 3.56 4.08
C -1.30 2.23 4.31
C -0.85 1.08 3.70
C 0.08 0.86 2.66
N 0.72 -0.26 2.41
C 0.65 -1.42 3.28
C 0.46 -2.72 2.48
C -0.68 -2.66 1.46
N -0.20 -2.20 0.17
C -1.05 -2.12 -0.85
C -2.43 -2.33 -0.72
C -3.44 -2.54 -1.66
C -3.36 -2.67 -3.03
C -2.20 -2.52 -3.77
C -0.95 -2.09 -3.38
C -0.44 -1.65 -2.13
N 0.66 -0.94 -2.02
C 1.33 -0.47 -3.23
C 2.47 0.51 -2.97
H 2.96 2.57 -3.22
H 1.26 2.25 -3.40
H 2.13 3.58 -1.34
H 2.66 2.07 -0.70
H -0.13 1.80 -1.55
H 0.02 3.25 -0.57
H 0.77 3.90 1.17
H 0.00 5.06 2.97
H -1.33 4.30 4.77
H -1.98 2.06 5.14
H -1.23 0.17 4.15
H -0.16 -1.35 4.02
H 1.58 -1.49 3.85
H 0.29 -3.53 3.18
H 1.39 -3.00 1.96
H -1.46 -1.98 1.85
H -1.16 -3.64 1.35
H -2.78 -2.39 0.30
H -4.42 -2.66 -1.22
H -4.27 -2.92 -3.56
H -2.28 -2.74 -4.83
H -0.24 -2.01 -4.20
H 0.61 -0.01 -3.92
H 1.74 -1.34 -3.76
H 3.13 0.43 -3.83
H 3.10 0.16 -2.13
I 4.45 -0.99 0.58
```

Computed properties:
HOMO energy (spin up / spin down): -7.286 / -7.303 eV
Total energy: -2028.656752 Eh
Spin multiplicity: 6
Gap between HOMO and LUMO (spin up / spin down): 7.3 / 7.4 eV
Net charge: 0
⟨S²⟩: 8.76
Energy above the lowest of the compared OMol25 structures with the same formula, charge and spin: 0.0 kcal/mol

---

6.
The following is a quantum chemistry calculation of a structure of composition C47H63BBaGeN7O5S2Se, from the Open Molecules 2025 dataset.

Geometry as XYZ:
```
128
Properties=species:S:1:pos:R:3
Ba -0.32 1.04 0.61
C 5.32 -1.13 1.18
C 3.90 -1.38 1.58
C 3.44 -1.83 2.79
C 2.05 -1.95 2.64
N 1.69 -1.55 1.43
N 2.83 -1.23 0.77
B 2.97 -0.81 -0.71
N 1.95 -1.45 -1.68
N 0.62 -1.21 -1.77
C 0.18 -1.93 -2.79
C 1.23 -2.65 -3.38
C 2.35 -2.33 -2.63
C 3.72 -2.89 -2.84
C -1.28 -2.10 -3.16
C -1.42 -2.53 -4.62
C -1.84 -3.21 -2.25
C -2.08 -0.81 -2.94
N 3.15 0.74 -0.87
N 2.33 1.73 -0.41
C 2.88 2.89 -0.78
C 4.08 2.65 -1.47
C 4.21 1.28 -1.51
C 5.29 0.53 -2.22
C 2.31 4.28 -0.61
C 3.34 5.14 0.15
C 2.09 4.85 -2.02
C 0.98 4.34 0.13
C 1.11 -2.53 3.68
C 1.15 -4.06 3.56
C 1.58 -2.12 5.08
C -0.33 -2.07 3.48
H 5.96 -1.27 2.05
H 5.46 -0.12 0.79
H 5.64 -1.83 0.40
H 4.05 -2.07 3.66
H 4.03 -1.25 -1.04
H 1.20 -3.33 -4.21
H 3.68 -3.61 -3.65
H 4.08 -3.40 -1.94
H 4.44 -2.11 -3.10
H -1.01 -3.52 -4.79
H -0.91 -1.82 -5.28
H -2.48 -2.55 -4.90
H -1.35 -4.17 -2.48
H -2.92 -3.33 -2.38
H -1.63 -2.97 -1.21
H -1.93 -0.13 -3.77
H -1.75 -0.30 -2.04
H -3.15 -1.03 -2.86
H 4.76 3.37 -1.90
H 6.04 1.25 -2.57
H 4.89 0.01 -3.09
H 5.79 -0.21 -1.59
H 4.30 5.17 -0.36
H 3.50 4.74 1.15
H 2.97 6.17 0.25
H 3.02 4.92 -2.58
H 1.64 5.85 -1.96
H 1.41 4.19 -2.56
H 1.07 3.92 1.13
H 0.22 3.78 -0.42
H 0.66 5.38 0.22
H 2.17 -4.43 3.65
H 0.75 -4.36 2.59
H 0.54 -4.52 4.34
H 2.53 -2.60 5.35
H 0.83 -2.41 5.83
H 1.71 -1.04 5.14
H -0.63 -2.26 2.46
H -0.43 -1.02 3.69
H -1.00 -2.61 4.16
S -2.97 3.51 -3.46
C -3.74 3.55 -1.94
C -3.02 2.90 -0.98
C -1.78 2.32 -1.42
C -1.62 2.58 -2.75
C -0.58 2.12 -3.66
C -0.79 2.04 -5.05
C 0.18 1.49 -5.86
C 1.35 1.02 -5.28
C 1.50 1.17 -3.91
N 0.58 1.71 -3.12
H -4.69 4.07 -1.84
H -3.38 2.85 0.04
H -1.72 2.40 -5.47
H 0.02 1.40 -6.93
H 2.13 0.54 -5.86
H 2.41 0.85 -3.42
C 2.77 2.51 3.11
S 0.95 2.34 3.02
C 0.74 2.32 4.83
O 0.76 0.93 2.59
H 3.00 3.53 3.42
H 3.14 2.32 2.10
H 3.19 1.79 3.81
H 1.02 3.30 5.22
H 1.36 1.53 5.24
H -0.31 2.12 5.01
O -2.12 0.06 1.58
Se -2.37 1.47 2.61
O -3.89 1.84 2.39
O -1.37 2.56 1.99
O -2.01 1.07 4.10
Ge -3.53 -0.94 1.01
C -3.50 -2.60 2.06
C -2.57 -3.55 1.66
C -2.47 -4.76 2.32
C -3.30 -5.03 3.40
C -4.22 -4.08 3.82
C -4.33 -2.87 3.15
C -5.24 -0.04 0.69
C -5.38 0.58 -0.55
C -6.55 1.24 -0.88
C -7.60 1.28 0.03
C -7.47 0.65 1.26
C -6.30 -0.01 1.59
H -2.94 -1.29 -0.36
H -1.92 -3.34 0.82
H -1.75 -5.50 2.00
H -3.23 -5.98 3.92
H -4.86 -4.29 4.67
H -5.05 -2.14 3.49
H -4.55 0.56 -1.26
H -6.64 1.73 -1.84
H -8.52 1.79 -0.22
H -8.29 0.68 1.97
H -6.20 -0.47 2.56
```

Computed properties:
HOMO energy: -4.449 eV
Total energy: -7913.402384 Eh
Spin multiplicity: 1
Gap between HOMO and LUMO: 6.5 eV
Net charge: -1
Energy above the lowest of the compared OMol25 structures with the same formula, charge and spin: 60.3 kcal/mol